1.
{"formula": "C20H53N6Na2O11", "method": "ωB97M-V/def2-TZVPD", "elements": ["Na", "Na", "N", "O", "O", "O", "C", "O", "C", "C", "N", "C", "C", "O", "C", "H", "H", "H", "H", "H", "H", "H", "H", "H", "H", "H", "H", "H", "H", "H", "C", "O", "C", "C", "N", "C", "C", "O", "C", "H", "H", "H", "H", "H", "H", "H", "H", "H", "H", "H", "H", "H", "H", "H", "C", "O", "C", "C", "N", "C", "C", "O", "C", "H", "H", "H", "H", "H", "H", "H", "H", "H", "H", "H", "H", "H", "H", "H", "C", "O", "N", "N", "H", "H", "H", "H", "C", "O", "H", "H", "H", "H"], "coordinates": [[3.82837, 2.81144, -0.08434], [0.34027, 3.68395, -1.57715], [1.63591, 0.72375, 0.00859], [2.40320, 1.01885, 0.96748], [1.28384, -0.42591, -0.18926], [1.28319, 1.63141, -0.81041], [-0.81174, 3.19506, 1.94326], [-0.34153, 4.51386, 1.77642], [-0.64696, 5.32310, 2.87196], [0.24415, 6.52370, 2.93362], [0.03676, 7.42386, 1.78635], [1.03953, 8.48802, 1.66725], [1.23418, 9.46494, 2.78952], [1.60221, 8.80407, 3.97167], [1.69954, 9.69923, 5.06781], [-0.29308, 2.68344, 2.76554], [-0.59558, 2.61435, 1.04715], [-1.88655, 3.13489, 2.15159], [-0.66754, 4.77518, 3.82084], [-1.68915, 5.67122, 2.75531], [1.27430, 6.27184, 3.19864], [-0.03594, 7.03915, 3.86993], [-0.83835, 7.90475, 1.98055], [0.82866, 9.03586, 0.74147], [2.00379, 8.02921, 1.40656], [0.33428, 10.08519, 2.93819], [2.02139, 10.17282, 2.48059], [2.27053, 9.20039, 5.85396], [0.71410, 9.85901, 5.51994], [2.20814, 10.61239, 4.76191], [-0.42864, -3.58389, -0.12670], [-1.25359, -4.42304, -0.89842], [-1.26201, -5.75739, -0.42816], [-2.57949, -6.39568, -0.76563], [-3.64829, -5.87434, 0.07281], [-4.91311, -6.51878, -0.18089], [-6.01223, -5.82376, 0.59447], [-7.23620, -6.37156, 0.20320], [-8.35004, -5.71691, 0.75354], [-0.45385, -2.57394, -0.53555], [0.61712, -3.91601, -0.23643], [-0.73914, -3.58328, 0.92077], [-1.03461, -5.80516, 0.64488], [-0.42978, -6.31056, -0.89652], [-2.47761, -7.47893, -0.65542], [-2.78371, -6.21651, -1.83559], [-3.71195, -4.88453, -0.14954], [-4.86661, -7.55846, 0.14665], [-5.21255, -6.47559, -1.24054], [-5.94323, -4.74812, 0.34125], [-5.79049, -5.89386, 1.66762], [-9.15471, -6.44328, 0.86203], [-8.65758, -4.89863, 0.09380], [-8.17646, -5.30746, 1.75521], [-1.30271, 1.04034, -5.78367], [-0.30005, 0.06225, -5.51455], [0.95863, 0.32370, -6.09917], [1.96283, -0.58594, -5.39487], [1.82492, -0.49273, -3.94489], [2.78833, -1.37239, -3.25385], [2.11773, -2.66576, -2.80252], [3.03749, -3.68958, -2.47113], [3.67478, -3.52110, -1.21283], [-1.94658, 0.96197, -4.90100], [-1.89690, 0.70979, -6.63680], [-0.95756, 2.07208, -5.85108], [1.27779, 1.35998, -5.93838], [0.90295, 0.04824, -7.15537], [2.99598, -0.33536, -5.64111], [1.80140, -1.61044, -5.77636], [0.90011, -0.81403, -3.67886], [3.17715, -0.82274, -2.39012], [3.63103, -1.62980, -3.89773], [1.50094, -3.09106, -3.59955], [1.42158, -2.45997, -1.97663], [2.93533, -3.51501, -0.40220], [4.30846, -2.62946, -1.19082], [4.33082, -4.37778, -1.06372], [0.34020, -1.73706, 3.11356], [-0.49934, -2.34051, 3.75110], [1.24755, -2.36458, 2.27075], [0.45633, -0.35300, 3.09469], [1.62018, -1.79222, 1.53411], [1.15259, -3.36153, 2.23126], [-0.26172, 0.14196, 3.59013], [1.37154, 0.05206, 3.01692], [4.72350, -1.18680, 0.74919], [5.78381, -2.06543, 1.08032], [4.93256, -0.87174, -0.28434], [3.76065, -1.69468, 0.71574], [4.70503, -0.25231, 1.31582], [5.54147, -2.54872, 1.87618]], "forces_ev_per_a": [[-0.43, -0.73, 0.38], [-0.18, -0.60, 0.39], [0.25, -1.01, -0.20], [0.07, 0.63, -0.58], [0.01, 0.62, 0.31], [0.21, 1.16, -0.03], [0.03, -0.47, 0.28], [0.45, -0.96, -0.71], [-1.09, 0.64, 0.09], [-0.44, 0.65, 1.46], [0.47, 0.22, 0.46], [0.53, -0.66, -1.13], [-0.12, 0.59, -0.04], [0.17, 0.06, 0.09], [-0.01, -0.75, 0.40], [-0.01, 0.15, 0.00], [-0.02, 0.07, -0.14], [0.02, 0.20, -0.11], [0.49, -0.14, -0.07], [0.08, 0.03, -0.01], [0.19, -0.04, -0.96], [-0.12, -0.11, -0.18], [-0.13, -0.22, -0.23], [-0.29, 0.22, 0.25], [-0.04, -0.17, 0.44], [-0.07, -0.22, 0.09], [-0.01, -0.05, 0.07], [0.21, 0.05, -0.22], [-0.02, 0.48, -0.33], [-0.14, 0.21, 0.18], [0.37, -0.25, -0.42], [-0.39, 0.37, 0.15], [0.85, -0.34, -0.12], [0.02, -0.09, -0.19], [0.51, 0.07, -0.05], [-0.51, 0.11, -0.10], [0.78, 0.58, -0.22], [0.06, -0.27, 0.41], [-0.33, 0.13, 0.10], [-0.30, 0.01, 0.05], [-0.03, -0.02, 0.35], [0.06, 0.06, 0.01], [-0.43, 0.16, 0.05], [-0.19, 0.05, -0.16], [-0.16, 0.04, 0.22], [0.07, -0.06, 0.04], [-0.13, -0.03, 0.15], [0.08, -0.08, -0.18], [0.12, -0.26, 0.00], [-0.28, -0.07, 0.04], [-0.39, -0.17, 0.04], [-0.05, 0.04, -0.24], [-0.13, 0.01, 0.09], [0.27, -0.04, -0.06], [-0.44, -1.30, 0.92], [0.10, 0.86, 0.09], [0.35, -0.63, 0.36], [-0.39, -0.52, -0.14], [0.44, -0.14, 0.02], [-0.34, 0.19, 0.14], [-0.02, -0.37, 0.07], [0.03, 0.08, 0.35], [0.06, -0.24, -0.47], [-0.20, 0.25, -0.21], [0.09, 0.46, -0.27], [0.33, -0.07, -0.30], [-0.27, 0.13, -0.21], [0.29, 0.40, -0.18], [-0.11, 0.24, -0.21], [0.03, 0.05, 0.18], [-0.12, 0.29, -0.16], [0.12, -0.15, 0.06], [-0.02, 0.09, -0.08], [0.15, 0.18, -0.18], [0.19, 0.00, 0.08], [0.04, 0.21, 0.01], [-0.25, -0.12, -0.01], [-0.08, -0.04, -0.06], [0.13, -0.38, -0.48], [0.13, 0.26, -0.10], [-0.32, 0.84, 1.24], [-0.23, -0.35, -0.20], [0.05, -0.40, -0.36], [0.13, -0.03, -0.33], [0.16, -0.01, 0.33], [-0.02, 0.13, -0.07], [0.53, 0.19, -1.01], [-0.23, 0.17, 0.23], [-0.10, -0.07, 0.11], [-0.08, 0.27, 0.36], [-0.12, -0.28, 0.55], [0.06, 0.01, 0.02]], "mulliken_charge": [0.923, 0.962, 0.852, -0.771, -0.228, -0.670, -0.552, -0.199, -0.810, -0.459, -0.288, -1.034, -0.346, -0.281, -0.786, 0.335, -0.073, 0.377, 0.453, 0.311, 0.430, 0.304, 0.288, 0.400, 0.331, 0.357, 0.413, 0.251, 0.308, 0.315, -0.849, -0.424, -0.628, -0.710, -0.262, -0.587, -0.424, -0.308, -0.724, 0.214, 0.182, 0.653, 0.351, 0.400, 0.452, 0.337, 0.204, 0.278, 0.286, 0.295, 0.331, 0.263, 0.259, 0.316, -0.754, -0.267, -0.552, -0.598, -0.147, -0.349, -0.074, -0.438, -0.293, 0.229, 0.261, 0.317, 0.352, 0.359, 0.405, 0.312, 0.192, -0.070, 0.314, 0.382, -0.024, -0.002, 0.149, 0.302, 0.447, -0.615, -0.282, -0.268, 0.021, 0.267, 0.190, 0.181, -0.256, -0.546, 0.254, -0.064, 0.319, 0.331], "total_charge": 1, "energy_ev": -61883.58364, "spin_multiplicity": 1}

---

2.
{"formula": "C20H53N7O8", "method": "ωB97M-V/def2-TZVPD", "elements": ["C", "O", "C", "C", "N", "C", "C", "O", "C", "H", "H", "H", "H", "H", "H", "H", "H", "H", "H", "H", "H", "H", "H", "H", "C", "O", "C", "C", "N", "C", "C", "O", "C", "H", "H", "H", "H", "H", "H", "H", "H", "H", "H", "H", "H", "H", "H", "H", "C", "O", "C", "C", "N", "C", "C", "O", "C", "H", "H", "H", "H", "H", "H", "H", "H", "H", "H", "H", "H", "H", "H", "H", "N", "C", "N", "O", "H", "H", "H", "H", "N", "C", "N", "O", "H", "H", "H", "H"], "coordinates": [[11.90352, -16.19796, -18.67181], [11.00760, -15.59244, -19.36519], [9.86840, -16.41480, -19.59789], [8.96343, -15.60786, -20.46971], [7.59644, -16.17827, -20.56285], [6.87400, -15.82538, -21.75217], [6.56276, -14.27582, -21.93434], [6.28653, -13.94343, -23.29309], [7.43681, -13.85629, -24.11282], [11.49419, -16.52162, -17.77305], [12.79377, -15.61418, -18.54355], [12.13298, -17.05021, -19.36140], [9.32543, -16.68155, -18.70966], [10.20076, -17.31281, -20.12185], [9.51116, -15.54441, -21.40334], [8.85299, -14.58233, -20.08631], [7.04415, -15.91156, -19.74672], [5.90250, -16.28795, -21.65236], [7.31608, -16.14912, -22.66117], [7.48062, -13.63784, -21.53873], [5.68649, -14.00940, -21.27961], [8.07602, -13.05989, -23.87944], [7.14217, -13.67318, -25.12975], [7.91257, -14.86372, -24.13360], [14.05605, -21.20062, -13.10233], [12.99798, -20.53650, -13.10065], [12.86781, -19.67087, -14.20197], [11.71568, -18.72190, -13.87776], [11.40430, -17.91096, -15.07260], [10.06929, -18.23303, -15.61844], [10.25156, -19.50300, -16.42882], [9.85021, -20.49614, -15.49587], [10.22073, -21.84363, -15.86752], [14.01875, -22.01068, -12.28868], [14.94477, -20.57443, -12.86138], [14.23912, -21.77526, -13.97642], [12.70182, -20.23047, -15.15194], [13.77972, -19.10228, -14.33808], [11.93417, -18.04021, -13.05898], [10.89024, -19.33788, -13.57421], [11.46404, -16.96299, -14.77099], [9.69169, -17.41816, -16.33946], [9.24083, -18.37531, -14.94548], [11.25860, -19.60609, -16.76328], [9.58144, -19.37774, -17.27402], [10.04751, -22.03219, -16.90135], [9.75279, -22.49748, -15.24439], [11.31910, -21.87324, -15.70023], [12.49676, -14.56510, -15.37665], [12.36018, -15.31172, -14.37408], [13.53051, -15.47350, -13.56074], [13.14017, -15.20338, -12.09498], [14.37430, -15.08681, -11.30506], [14.28402, -15.14540, -9.82210], [13.18104, -14.08394, -9.44292], [13.32782, -13.96726, -8.03930], [12.29161, -13.11119, -7.53021], [13.35240, -14.82865, -16.03487], [12.74796, -13.52092, -15.09961], [11.56265, -14.52439, -15.97147], [14.27992, -14.64901, -13.71994], [13.92055, -16.44697, -13.79304], [12.54010, -16.04528, -11.72189], [12.52871, -14.39372, -11.88956], [14.59305, -14.08576, -11.34363], [15.19570, -14.81689, -9.32592], [14.06282, -16.11461, -9.39723], [12.17831, -14.52677, -9.70023], [13.38652, -13.11203, -9.74854], [11.94111, -13.55589, -6.58468], [11.39839, -13.18522, -8.16793], [12.54929, -12.06799, -7.41608], [13.84238, -17.30104, -16.36724], [14.45002, -18.25343, -17.02878], [15.53416, -17.80877, -17.56368], [13.96745, -19.31702, -17.16665], [12.87283, -17.57897, -16.01683], [14.16064, -16.34550, -16.21332], [15.95522, -18.50425, -18.10917], [15.86665, -16.86145, -17.40066], [15.21331, -13.14654, -16.57597], [15.79602, -14.29014, -16.36229], [16.34190, -14.23087, -15.21006], [15.89108, -15.16770, -17.15563], [14.72640, -13.30005, -17.53445], [14.94383, -12.42360, -15.79100], [16.71038, -15.14824, -14.80565], [16.21319, -13.47106, -14.47277]], "forces_ev_per_a": [[3.73, -3.38, -0.49], [-5.29, 3.82, -2.82], [0.43, 0.89, -0.50], [-1.14, 0.66, 0.15], [1.17, -0.26, -0.14], [-1.39, 1.98, 0.59], [1.63, 0.42, 0.97], [-0.31, 0.34, 0.56], [-0.94, -2.35, -0.29], [-0.17, -0.98, 2.18], [0.46, 0.41, 0.24], [1.05, -0.53, 1.36], [0.11, -0.28, 0.95], [-0.08, -0.30, 0.09], [-0.64, 0.09, -0.67], [0.63, -0.16, 0.06], [0.37, -0.10, -0.24], [-0.31, -0.36, -0.33], [0.71, -0.65, -0.56], [-1.67, -1.14, -0.79], [0.70, -0.07, -0.93], [1.20, 1.01, 0.96], [-0.63, 0.05, -0.44], [0.36, 0.86, 0.08], [6.41, -4.69, 2.73], [-6.78, 3.91, -0.12], [-0.69, 0.32, 0.03], [0.59, -0.18, -0.89], [-1.60, -0.28, 0.81], [1.04, 1.49, -2.40], [-1.77, 0.59, 1.13], [-0.28, -1.39, -0.74], [2.69, 3.31, -0.54], [0.08, 1.06, -0.74], [0.16, -0.31, -0.29], [0.42, -0.47, -1.44], [0.01, 0.33, 0.63], [0.49, 0.13, -0.07], [0.38, -0.14, 0.25], [-0.58, -0.18, 0.11], [-0.30, 0.72, 0.04], [0.97, -0.78, 1.04], [-0.06, -0.10, 0.82], [0.87, -0.20, -0.27], [-0.29, -0.86, -0.48], [-0.43, -0.25, -0.86], [-1.45, -1.79, 1.67], [-0.44, -0.53, -0.18], [0.88, 4.75, -5.87], [-0.41, -4.09, 6.05], [-0.67, 2.23, 0.96], [1.02, -3.34, 0.67], [1.22, 0.62, 0.50], [-1.81, 1.59, -0.73], [0.72, -3.83, 2.15], [-1.35, 0.69, 0.78], [-0.77, -1.60, 0.36], [-0.62, -0.01, -0.13], [-0.23, 0.24, -0.02], [0.48, -0.08, 0.08], [-0.56, -0.90, -0.70], [0.55, -0.41, 0.37], [0.26, -0.15, 0.01], [-1.35, 2.01, -0.66], [0.45, -0.41, -0.85], [0.30, 0.02, -0.50], [-0.40, -0.32, -0.24], [0.69, 0.89, 0.07], [0.13, 1.64, -1.90], [0.44, 0.47, -0.03], [0.22, 0.19, -0.10], [0.45, 0.24, 0.01], [-4.03, 2.13, 3.40], [-0.32, 2.91, 0.48], [3.47, 0.42, -1.49], [-1.65, -4.99, -0.70], [1.42, 0.60, -0.35], [0.15, -1.05, -0.56], [1.32, -0.40, -0.93], [0.11, -0.59, -0.40], [-4.21, 4.10, -3.29], [0.13, 1.96, 0.64], [3.93, -2.59, 8.16], [0.02, -2.39, -2.32], [0.49, 1.69, 2.36], [0.50, -2.28, -2.80], [-0.59, 1.99, -0.80], [0.17, -1.66, -1.96]], "mulliken_charge": [0.079, -0.438, -0.251, -0.633, -0.296, -0.798, -0.214, -0.378, -0.672, -0.320, 0.203, 0.408, 0.098, 0.301, 0.324, 0.280, 0.281, 0.281, 0.452, 0.227, 0.296, 0.304, 0.267, 0.241, -0.828, -0.400, -0.206, -0.574, -0.275, -0.834, -0.549, -0.403, -0.727, 0.277, 0.285, 0.365, 0.065, 0.451, 0.050, 0.419, 0.134, 0.221, 0.537, 0.427, 0.550, 0.334, 0.295, 0.227, -0.406, -0.416, 0.613, -1.111, -0.354, -0.787, -0.350, -0.376, -0.786, -0.149, 0.323, 0.257, -0.175, 0.090, 0.447, 0.506, 0.261, 0.319, 0.348, 0.335, 0.410, 0.287, 0.328, 0.279, 0.911, 0.639, -0.325, -0.658, -0.835, 0.043, 0.196, 0.250, -0.494, 0.665, -0.450, -0.719, 0.286, 0.260, 0.249, 0.204], "total_charge": 0, "relative_energy_kcal_mol": 144.42, "smiles": "COCCNCCOC.COCCNCCOC.COCCNCCOC.NC(N)=O.NC(N)=O", "energy_ev": -48402.30211, "spin_multiplicity": 1}